ORCA calculation (ωB97M-V with the def2-TZVPD basis set) on a molecular structure, C53H60AsCl5N4O3STi.

```
! wB97M-V def2-TZVPD RIJCOSX def2/J DEFGRID3
* xyz 2 1
H -6.57062 3.03689 0.56570
H 1.24723 4.01742 -4.31510
H -1.71365 -0.30959 -4.53210
C -0.03025 -5.57255 -1.38852
H 2.35114 5.40834 2.31568
C 4.44064 -4.54412 -2.91648
C -5.71556 2.36053 0.58086
C -4.66711 3.40869 -1.43156
C -2.31646 -2.54595 3.60847
H -1.75638 5.27963 3.63924
H -1.14158 1.59512 5.82097
C 1.84583 -4.26285 -0.67294
Cl 1.44360 -1.33232 1.49654
C -3.17392 1.01810 0.13965
C 6.12277 -1.35399 2.02131
C 2.52265 3.50593 1.21392
C -5.23590 2.10460 -0.85307
C 5.47044 -0.47116 1.17145
C -0.10791 4.19862 5.55266
C 4.29062 -2.31300 0.18835
C -1.12097 1.75151 2.83861
O 2.08867 -1.47315 -1.43980
H -3.24226 1.67779 0.99341
S 1.69875 0.70532 -3.05106
H -4.93189 -1.95929 -3.59007
C 3.87478 -3.27808 -2.78552
C 1.02755 2.25223 -3.28610
C 3.95209 -2.34024 -3.80636
H -2.00492 1.29047 3.25823
H -6.82479 0.69921 -1.36432
H 0.71409 3.53730 5.83435
N -1.10345 0.01200 1.09289
O -0.73915 -1.31010 -1.17064
H -1.66880 1.44208 -2.38258
O 1.08300 1.14979 0.01820
H -2.70876 1.97475 5.08790
As 3.04944 -2.87769 -1.13183
C 0.06168 -2.73648 3.31857
H 3.77214 3.74645 -0.50905
H 3.73454 1.91639 2.07975
C -2.20954 4.48294 4.23248
Cl 1.57637 -3.36605 3.82322
C -0.57767 1.21728 1.68602
H -0.50679 3.54238 -2.89822
C -2.78763 -1.70172 -3.24265
N -0.10676 2.63562 -2.70226
H 4.60128 3.44273 1.83020
H 4.36529 -5.28039 -2.12367
C 4.55182 -0.94511 0.24835
H -4.34224 3.26768 -2.46582
C 0.90603 -4.58764 -1.65136
H 2.09136 3.41402 -0.93021
C -2.12723 0.11358 0.08361
H 3.34568 5.47563 0.87798
H -1.50218 -2.00536 -4.95031
H 3.50866 -1.35965 -3.69721
H -0.57477 4.56081 6.46880
H -2.50395 -3.82047 -3.56280
C -0.01694 -1.76358 2.33285
H -6.20931 1.60667 -2.75452
Cl -3.75032 -3.05182 4.38946
H 4.04562 -0.25168 -0.41280
H 1.58588 5.41677 0.72590
C -1.10922 -3.15575 3.94330
C 2.43746 5.03932 1.29577
H -6.03140 1.43459 1.06589
H 5.54274 -5.85002 -4.20575
H 1.10798 4.19650 3.35739
H 4.67280 -1.96736 -5.78786
C 4.60798 -2.68322 -4.97964
H -0.74680 -7.01067 0.03045
C 0.57947 1.77251 1.12354
H -0.76658 -5.82748 -2.13877
Ti 0.73986 -0.31289 -0.92531
N -0.81696 1.73684 -1.90906
C -1.58419 -1.31115 -4.11163
H -3.49023 -3.44517 -2.14688
H 2.50344 2.85255 -4.53030
C 1.86117 -4.92133 0.54984
C -2.92422 -0.74928 -2.05200
C -6.44092 1.66773 -1.69021
H 6.38964 -3.40313 2.60075
H -7.24261 2.39857 -1.58232
C -4.03007 -1.67795 -4.13608
C 2.89365 3.16095 -0.23262
C 0.92164 -5.91114 0.80053
H -5.42255 4.19623 -1.42278
H -1.07142 2.18916 -1.03747
C -1.82884 2.40583 5.56900
N 1.63885 3.11705 -4.08941
C 5.09912 -4.87062 -4.09092
H 6.83903 -0.97996 2.74065
C 0.62381 3.36489 2.87039
C -1.96380 -0.69162 -1.03963
H 3.13564 2.10808 -0.36537
C -3.99289 0.13932 -1.92198
H 0.89640 -4.07707 -2.60811
H 3.46447 3.27838 3.17209
H -2.97459 3.99584 3.62305
H 0.92727 -6.42682 1.75167
C -1.15178 3.47241 4.69999
H 5.69255 -4.19875 -6.03569
H -1.73732 -3.23126 -2.07996
H -3.81555 3.75681 -0.83972
H -3.89634 -2.39793 -4.94438
C -2.61390 -3.13534 -2.71926
H 2.57425 -4.66071 1.31781
C -0.01932 -6.23423 -0.16634
C -0.52353 2.84446 3.45741
C -1.19242 -1.08645 2.01379
C 5.18044 -3.93970 -5.11873
Cl -3.84487 -0.66841 2.48649
C 4.95497 -3.20458 1.02536
H -4.95022 2.83207 1.19974
H -0.64181 -1.33447 -3.56627
C -2.34985 -1.49092 2.68972
C 1.21099 2.87375 1.70031
C 5.87031 -2.71643 1.94621
H 5.67996 0.58907 1.22387
H 0.30791 5.07015 5.04531
H -2.70385 4.93924 5.09194
H -2.16878 2.85648 6.50173
H 4.78739 -4.27238 0.96393
H -4.19182 -0.70214 -4.59728
C -4.12068 1.05843 -0.87675
Cl -1.05497 -4.38637 5.12671
H -4.75389 0.12929 -2.68488
C 3.64699 3.00495 2.13217
*
```

Properties
* LUMO level: -5.31 eV
* energy relative to the best compared isomer or geometry (same formula, charge and spin): 0.0 kcal per mole
* HOMO: -12.97 eV
* strongest force on any atom: 0.99 eV/Å